Entry 1:
This record from the Open Molecules 2025 dataset describes 4 unconnected molecules or ions with the total composition C36H72BrN4O6P. The level of theory is wB97M-V/def2-TZVPD.

Element x y z (Å)
C  -0.59808  -1.49386  3.25559
C  -1.44890  -2.15995  4.34471
C  -0.93592  -1.74163  5.72205
C  -1.43066  -3.68506  4.26382
C  -2.21957  -4.30186  3.12563
O  -1.58692  -4.10726  1.84043
P  -1.98698  -6.17857  3.20672
O  -2.89826  -6.59082  1.90543
Br  -3.43061  -6.72497  4.82462
C  -3.65297  -3.81151  3.13525
C  -3.87154  -2.29226  3.31448
C  -3.85177  -1.52474  1.97228
C  -5.23219  -2.08796  3.98149
N  -2.85764  -1.69203  4.23648
O  -3.02790  -0.45071  4.46454
H  -0.99951  -1.65906  2.25998
H  -0.55202  -0.41794  3.42123
H  0.41896  -1.89252  3.25872
H  -0.70766  -0.67800  5.75234
H  -1.68310  -1.95143  6.48874
H  -0.02822  -2.30151  5.95801
H  -1.86207  -4.08609  5.18961
H  -0.38869  -4.01338  4.21858
H  -2.00247  -3.37805  1.37055
H  -2.72416  -5.95385  1.19714
H  -4.14060  -4.10420  2.20133
H  -4.18589  -4.33863  3.92822
H  -4.09132  -2.19443  1.14199
H  -2.89862  -1.03883  1.77421
H  -4.60767  -0.73853  1.97506
H  -5.30984  -2.65998  4.90720
H  -5.37352  -1.03145  4.20347
H  -6.02275  -2.41092  3.29982
C  3.05493  -0.79201  -2.40846
C  2.53156  -0.77364  -0.97178
C  3.15084  -1.89432  -0.12146
C  2.60687  -3.27933  -0.44785
C  1.08827  -3.30804  -0.32071
C  0.39953  -2.26112  -1.20723
N  1.03468  -0.92872  -0.90326
O  0.48414  -0.29305  0.05821
C  0.48890  -2.63849  -2.68746
C  -1.08163  -2.14465  -0.85399
C  2.90423  0.58190  -0.38498
H  2.81496  -1.68960  -2.96502
H  2.65977  0.06523  -2.95714
H  4.14083  -0.69307  -2.37186
H  2.94783  -1.67010  0.93042
H  4.23492  -1.85681  -0.25701
H  2.91977  -3.58829  -1.44958
H  3.03693  -4.00690  0.24345
H  0.69040  -4.29421  -0.57892
H  0.81038  -3.11482  0.71889
H  0.24941  -1.78529  -3.32322
H  -0.24295  -3.42403  -2.88095
H  1.45863  -3.03005  -2.97831
H  -1.21545  -1.90618  0.19791
H  -1.57059  -3.09295  -1.09188
H  -1.55879  -1.35230  -1.43131
H  2.37896  1.38473  -0.90414
H  3.97570  0.72885  -0.53042
H  2.67249  0.65197  0.67443
C  -7.53119  4.38830  0.28166
C  -6.99763  3.02682  0.72312
C  -5.60495  3.13348  1.36450
C  -4.49066  3.40629  0.36174
C  -4.48579  2.35576  -0.74342
C  -5.82771  2.24958  -1.47794
N  -6.89219  2.05849  -0.42643
O  -7.09307  0.83660  -0.10386
C  -6.08037  3.47343  -2.36023
C  -5.84426  1.01569  -2.37694
C  -7.99005  2.45259  1.73039
H  -6.94243  4.87137  -0.48833
H  -8.55485  4.28955  -0.08289
H  -7.54233  5.04767  1.15086
H  -5.39618  2.19052  1.87882
H  -5.64057  3.91485  2.12835
H  -4.58755  4.41140  -0.05940
H  -3.53105  3.38332  0.88153
H  -3.70121  2.56687  -1.47567
H  -4.26259  1.37841  -0.30364
H  -7.12733  3.52797  -2.66072
H  -5.47285  3.37018  -3.26004
H  -5.79963  4.41369  -1.89461
H  -5.60473  0.11369  -1.82192
H  -5.10622  1.15773  -3.16855
H  -6.82608  0.88482  -2.83295
H  -8.94680  2.24501  1.25159
H  -8.14555  3.19463  2.51649
H  -7.62563  1.53198  2.17666
C  9.35608  2.24867  -1.42083
C  8.33367  1.28399  -2.01948
C  8.60398  1.01183  -3.50798
C  8.25193  2.18450  -4.41450
C  6.79970  2.60330  -4.21819
C  6.47123  2.96288  -2.76228
N  6.92785  1.80946  -1.90252
O  6.04002  0.91419  -1.71096
C  7.11982  4.28769  -2.35664
C  4.96258  3.10492  -2.57733
C  8.41621  -0.01821  -1.22840
H  9.34559  3.23909  -1.85844
H  9.19267  2.34878  -0.34684
H  10.35151  1.82963  -1.57528
H  8.01302  0.14039  -3.80552
H  9.65738  0.73995  -3.61637
H  8.92708  3.02576  -4.23375
H  8.40355  1.89072  -5.45500
H  6.55041  3.46255  -4.84712
H  6.14556  1.77912  -4.51914
H  7.11714  4.40709  -1.27276
H  6.53006  5.09669  -2.78896
H  8.13626  4.40698  -2.72020
H  4.43186  2.21815  -2.91216
H  4.62487  3.96557  -3.15729
H  4.71609  3.27193  -1.52832
H  8.09696  0.13732  -0.19824
H  9.45652  -0.35036  -1.22570
H  7.79535  -0.79591  -1.66397

Forces on the atoms, in the same order (eV/Å):
C 0.00 -0.05 -0.05
C -0.13 0.00 -0.03
C 0.04 0.02 0.06
C 0.02 -0.07 0.08
C 0.04 0.01 -0.08
O 0.04 -0.05 0.03
P -0.09 0.05 -0.12
O 0.05 -0.04 0.04
Br -0.02 -0.05 0.09
C -0.10 -0.02 -0.01
C 0.15 0.01 0.16
C -0.10 -0.01 -0.06
C -0.07 0.03 -0.11
N 0.05 0.09 -0.29
O -0.05 0.02 0.14
H 0.09 0.00 0.01
H -0.05 -0.02 0.02
H -0.03 0.00 0.10
H -0.05 -0.02 -0.01
H 0.03 -0.05 -0.02
H 0.00 0.04 -0.03
H 0.07 0.04 0.00
H -0.03 -0.02 -0.01
H -0.04 0.12 -0.01
H 0.01 0.04 -0.03
H -0.04 -0.07 0.07
H 0.08 0.10 0.04
H -0.02 0.04 0.00
H 0.05 -0.06 0.00
H 0.05 0.02 0.01
H 0.04 0.01 -0.02
H -0.01 -0.03 -0.02
H 0.02 -0.02 0.03
C -0.04 0.03 -0.01
C -0.07 0.01 -0.01
C 0.06 0.05 -0.03
C 0.02 -0.03 -0.02
C -0.08 -0.06 -0.06
C -0.01 0.17 0.05
N 0.17 -0.16 0.10
O -0.12 0.12 -0.04
C -0.01 0.04 -0.01
C 0.01 -0.08 -0.01
C 0.09 0.05 0.02
H 0.04 -0.06 0.00
H -0.03 -0.03 -0.02
H -0.01 0.04 -0.02
H -0.03 0.01 -0.01
H 0.00 -0.02 0.04
H -0.01 0.02 0.00
H 0.01 -0.02 -0.03
H 0.02 0.00 0.03
H -0.03 0.02 0.02
H 0.01 0.00 0.00
H 0.00 0.01 -0.03
H 0.01 -0.02 0.00
H 0.02 0.02 -0.05
H 0.01 0.02 0.04
H 0.00 0.00 -0.03
H -0.04 -0.02 0.01
H -0.02 -0.01 0.01
H -0.06 -0.03 0.00
C -0.03 -0.01 -0.03
C -0.01 -0.16 -0.08
C -0.05 0.03 0.03
C 0.01 0.03 0.00
C 0.09 0.00 -0.03
C -0.12 -0.09 0.09
N 0.20 -0.05 0.14
O -0.13 0.09 -0.07
C -0.03 0.00 -0.02
C 0.06 0.06 0.02
C 0.06 0.07 0.01
H 0.02 0.03 0.06
H 0.02 0.01 -0.03
H -0.04 0.00 0.00
H -0.01 -0.01 -0.02
H 0.04 -0.03 0.02
H -0.02 -0.01 0.00
H 0.01 0.04 -0.02
H 0.00 -0.01 0.02
H -0.01 0.00 -0.01
H 0.00 0.01 0.00
H -0.02 0.02 -0.01
H 0.03 -0.01 -0.02
H 0.00 -0.01 0.00
H -0.01 -0.02 0.01
H 0.00 0.00 -0.01
H 0.00 0.00 0.00
H 0.00 -0.03 0.00
H 0.00 -0.01 0.00
C -0.02 0.01 0.04
C -0.14 0.01 0.03
C 0.06 -0.02 0.05
C 0.02 0.02 -0.03
C -0.04 0.06 0.01
C 0.01 -0.14 0.11
N 0.09 0.04 -0.26
O -0.04 -0.09 0.16
C -0.02 0.01 0.03
C 0.05 0.01 -0.05
C 0.07 0.03 -0.06
H 0.04 -0.01 -0.04
H -0.01 0.03 -0.01
H 0.00 0.00 0.04
H -0.03 0.01 0.02
H -0.02 -0.02 -0.04
H -0.01 0.00 0.02
H 0.03 0.03 -0.01
H 0.01 -0.03 -0.03
H -0.01 0.00 0.01
H 0.01 0.00 0.00
H 0.01 0.02 0.02
H -0.01 0.01 -0.02
H -0.01 -0.01 0.00
H -0.01 -0.02 0.00
H 0.00 0.01 0.00
H 0.01 0.00 0.00
H -0.03 -0.01 0.00
H -0.01 -0.01 0.00

As for the expectation value of S²: 6.02. Its spin multiplicity is 5. The frontier orbital gap (alpha / beta) is 8.416 / 9.473 eV.


Entry 2:
This record from the Open Molecules 2025 dataset describes 9 unconnected molecules or ions with the total composition C36H72O18S8 at a distorted geometry. The level of theory is wB97M-V/def2-TZVPD.

Element x y z (Å)
O  -0.83544  -4.27628  -5.17662
S  -1.82317  -3.43770  -4.52830
O  -2.70358  -3.99107  -3.53740
C  -1.03723  -2.09167  -3.68594
C  -1.94465  -0.91322  -4.06322
C  -2.37722  -1.00974  -5.51084
C  -2.68009  -2.51999  -5.76127
H  -0.04354  -1.86128  -4.09426
H  -0.91577  -2.38042  -2.69606
H  -2.83935  -1.01157  -3.41656
H  -1.42425  -0.00363  -3.75149
H  -1.61656  -0.57875  -6.24644
H  -3.30363  -0.38643  -5.64171
H  -2.24452  -2.83534  -6.73997
H  -3.74968  -2.77788  -5.78262
O  0.06785  4.91750  -0.64125
S  0.10276  5.29640  -2.01970
O  0.90140  6.45132  -2.29626
C  0.46400  3.86752  -3.05681
C  -0.94673  3.27187  -3.36198
C  -1.83280  4.42684  -3.69016
C  -1.57797  5.50178  -2.64485
H  1.14527  3.20103  -2.53923
H  0.85126  4.29763  -4.03157
H  -0.85208  2.51255  -4.13281
H  -1.33573  2.78808  -2.46544
H  -2.87520  4.12786  -3.68902
H  -1.53615  4.84428  -4.67772
H  -2.17749  5.38724  -1.78256
H  -1.71729  6.51804  -3.03791
O  5.54600  -0.63615  0.02362
S  5.30926  -2.01881  -0.35232
O  4.41155  -2.17214  -1.50765
C  6.87531  -2.84586  -0.57955
C  7.00717  -3.75018  0.66744
C  5.58489  -4.24491  1.04233
C  4.65392  -3.06052  0.96695
H  7.55817  -1.97995  -0.73057
H  6.78119  -3.37994  -1.52334
H  7.62667  -4.61205  0.46822
H  7.37394  -3.14662  1.50682
H  5.63428  -4.69512  2.00180
H  5.27909  -4.95443  0.31528
H  4.63579  -2.45235  1.81925
H  3.65973  -3.46794  0.67436
O  1.44383  -3.80702  -0.81917
S  2.24890  -4.66606  -1.62253
O  3.39431  -5.24896  -1.00543
C  1.27802  -5.87347  -2.56072
C  2.12109  -6.02777  -3.81965
C  2.34719  -4.57294  -4.29543
C  2.81002  -3.76486  -3.08956
H  0.30756  -5.34147  -2.76379
H  1.05592  -6.80010  -2.01331
H  3.06577  -6.54418  -3.70160
H  1.49009  -6.49329  -4.58336
H  1.42679  -4.17418  -4.71096
H  2.92462  -4.43920  -5.19370
H  2.26337  -2.81546  -3.01629
H  3.86947  -3.57618  -3.10034
O  -3.33556  -0.04632  1.67951
S  -4.69599  -0.46441  1.30933
O  -5.79255  0.13766  2.04072
C  -5.08278  -0.31356  -0.41426
C  -4.62729  -1.67591  -0.89845
C  -5.27513  -2.70730  0.06656
C  -4.75671  -2.23784  1.41181
H  -4.62877  0.54439  -0.83679
H  -6.16574  -0.18505  -0.41312
H  -5.07227  -1.79972  -1.85713
H  -3.50447  -1.76494  -1.00978
H  -4.85511  -3.71301  -0.10334
H  -6.34320  -2.66088  -0.15293
H  -3.74075  -2.59158  1.56561
H  -5.42467  -2.51846  2.21730
O  2.89328  0.92419  5.23929
S  2.92987  0.60725  3.84595
O  2.41001  -0.70240  3.41352
C  2.12864  1.92406  2.92982
C  3.19106  2.62971  2.13238
C  4.27744  1.58810  1.82275
C  4.57408  0.84562  3.17353
H  1.68448  2.61162  3.70468
H  1.42709  1.50036  2.28132
H  2.80805  3.07859  1.24406
H  3.54822  3.39848  2.83140
H  5.22042  1.94035  1.28887
H  3.84017  0.81913  1.15717
H  5.29963  1.43605  3.80114
H  5.02281  -0.09120  2.95081
O  -3.51588  4.72082  0.23531
S  -3.35305  3.31070  0.59097
O  -3.33553  2.25917  -0.45459
C  -1.78997  3.20020  1.48348
C  -2.20414  3.78142  2.82063
C  -3.52463  3.15421  3.23737
C  -4.47976  3.12395  1.92778
H  -1.08504  3.89564  0.95867
H  -1.29407  2.25974  1.58348
H  -1.42052  3.82022  3.53319
H  -2.40821  4.91414  2.66739
H  -3.97451  3.84116  3.94216
H  -3.52360  2.14075  3.63577
H  -5.20726  3.93590  1.89807
H  -4.99750  2.20984  1.75272
O  0.81282  1.75682  -0.51034
S  0.55404  0.42491  -0.93846
O  0.61994  0.09658  -2.33983
C  1.50243  -0.72868  0.04884
C  0.51278  -1.41574  1.04464
C  -0.81658  -1.52771  0.24887
C  -1.04030  -0.14704  -0.25477
H  2.24938  -0.12128  0.59349
H  1.90974  -1.58294  -0.53741
H  0.94187  -2.34807  1.35285
H  0.43096  -0.72281  1.88009
H  -1.60641  -1.86392  0.92262
H  -0.70136  -2.27606  -0.55964
H  -1.26672  0.45676  0.59001
H  -1.76532  0.03172  -1.03221
C  -1.67307  5.02117  6.09684
C  -0.45671  4.14477  6.33917
O  -0.22342  3.02206  5.51038
C  -1.09475  1.96879  5.54244
C  -0.59231  0.86866  4.68969
O  -2.13986  1.96671  6.13825
H  -1.52645  5.86368  6.80068
H  -2.64541  4.45598  6.20697
H  -1.61551  5.44670  5.09693
H  0.46376  4.74500  6.24948
H  -0.37514  3.76710  7.33122
H  0.00646  0.19131  5.28706
H  0.00038  1.28011  3.85122
H  -1.43221  0.37171  4.31999

Forces on the atoms, in the same order (eV/Å):
O -0.40 -0.18 0.05
S 1.57 -0.29 0.61
O -0.77 -0.49 -0.08
C 0.48 1.15 -3.06
C -0.14 0.10 2.12
C -0.34 0.70 -0.89
C -0.12 0.65 -1.98
H -0.14 -0.45 -0.07
H -0.14 -0.21 1.91
H 0.16 0.27 -0.33
H -0.24 0.07 -0.36
H -0.82 -0.86 1.04
H 0.84 -0.66 -0.02
H -0.38 0.09 0.81
H 0.40 0.14 0.32
O -0.33 -0.74 0.82
S -0.34 0.07 -0.48
O 0.49 0.39 -0.85
C -0.57 0.59 -1.25
C 1.38 -0.52 0.99
C 0.19 0.88 -0.89
C 0.32 0.74 -0.57
H 0.12 0.01 -0.10
H -0.02 -0.56 1.18
H -0.12 0.01 -0.19
H 0.09 -0.18 0.15
H -0.18 0.10 -0.20
H -0.44 -0.31 0.39
H -0.86 -0.20 0.99
H 0.26 -0.28 0.20
O 0.18 -0.64 0.66
S -2.05 0.61 -1.52
O 1.19 -0.10 0.93
C -0.01 0.51 -0.04
C -0.43 0.62 -0.12
C 1.38 1.12 -0.64
C -0.64 -1.02 -1.26
H -0.05 -0.90 0.39
H 0.06 -0.24 0.08
H 0.48 0.02 0.08
H 0.31 -0.26 -0.21
H -0.23 -0.42 0.90
H -0.38 -0.81 -0.53
H -0.21 0.76 1.44
H 0.49 0.98 0.19
O -1.18 0.55 0.82
S 0.56 0.33 -1.90
O 0.89 -1.16 0.65
C -0.38 0.32 0.45
C -1.11 0.86 -1.27
C -0.63 0.00 -0.06
C -1.08 0.42 -0.56
H 0.88 -0.54 -0.05
H 0.34 0.41 0.06
H -0.01 -0.30 0.31
H 0.35 -0.39 0.12
H -0.64 -0.13 0.62
H 1.21 -0.39 0.02
H 0.43 -0.05 -0.05
H 0.18 -0.13 0.48
O -1.24 -0.36 -0.60
S 0.80 1.39 1.61
O 0.08 -0.22 0.11
C 0.18 -0.94 0.84
C 0.24 -0.38 -0.80
C 1.79 0.13 -1.02
C -0.95 -0.37 0.15
H 0.69 0.78 -0.32
H -0.01 -0.23 -0.19
H 0.02 -0.36 -1.11
H -1.21 0.09 0.36
H -0.57 0.31 -0.20
H -0.01 -0.21 0.71
H -0.03 -0.01 0.13
H 0.18 0.11 0.42
O 0.04 0.09 0.81
S -0.20 -1.27 -0.54
O 0.72 1.47 0.22
C 0.21 1.13 1.44
C 1.32 0.11 0.97
C 0.59 -0.54 -0.18
C 0.75 1.67 -0.93
H 0.14 -0.90 -0.88
H -1.37 -0.74 -0.81
H -0.38 0.40 -0.56
H 0.44 0.12 -0.61
H -1.29 -0.24 0.91
H 0.32 0.48 0.13
H -1.23 -0.50 -0.20
H 0.22 -0.99 0.05
O 0.25 -0.92 -0.56
S 1.59 0.20 -1.51
O -0.69 1.42 1.10
C 0.43 2.11 -0.05
C -0.78 2.15 -1.02
C -1.52 0.17 -1.00
C 0.87 -0.07 1.25
H -0.67 -0.66 0.13
H -0.31 -0.96 -0.24
H 0.64 -0.64 0.80
H 0.16 -1.71 0.02
H -0.33 -0.25 0.39
H 0.44 0.09 0.07
H 0.37 0.08 -0.12
H -0.34 -0.77 0.46
O 0.38 1.47 0.30
S -1.00 -2.37 1.00
O 0.06 0.04 -0.49
C 0.51 -0.97 0.56
C 0.03 1.43 -1.32
C 0.83 -1.27 0.37
C 0.43 0.57 -1.00
H -0.14 -0.61 -0.54
H 0.13 1.15 -0.05
H 0.02 -0.45 0.27
H -0.41 -0.35 0.33
H -0.12 0.15 -0.19
H -0.01 0.30 0.39
H -0.24 0.80 0.46
H -0.45 -0.09 -0.19
C -0.25 -0.51 0.10
C 0.82 0.55 0.31
O -0.42 -0.72 -0.81
C 0.13 1.00 0.07
C 1.18 0.79 -0.32
O 0.29 0.17 0.20
H -0.64 -0.43 -0.22
H 1.12 0.85 0.15
H -0.12 0.03 -0.09
H -0.36 -0.09 -0.34
H -0.56 -0.15 1.13
H 0.25 -0.12 0.00
H -0.35 -0.41 0.64
H -1.28 -1.05 -0.66

As for the energy above the lowest of the compared OMol25 structures with the same formula, charge and spin: 0.00 kJ/mol. The SMILES is O=S1(=O)CCCC1.O=S1(=O)CCCC1.O=S1(=O)CCCC1.O=S1(=O)CCCC1.O=S1(=O)CCCC1.O=S1(=O)CCCC1.O=S1(=O)CCCC1.O=S1(=O)CCCC1.CCOC(C)=O. The frontier orbital gap is 10.145 eV.